No. 1
Here is 7 unconnected molecules or ions with the total composition C51H45F11N3O from the Open Molecules 2025 dataset. Energies are from the ωB97M-V functional and the def2-TZVPD basis.

**Charge**: +1
**Orbital gap**: 8.0 eV
**Max |F|**: 0.67 eV Å⁻¹

Atoms and positions in Å:
C (-2.6851, -1.3106, 5.4424)
N (-3.2381, -2.6198, 5.1098)
C (-2.9352, -3.5788, 6.1817)
C (-2.8067, -3.1257, 3.8483)
O (-3.5891, -3.4210, 2.9855)
C (-1.3022, -3.3811, 3.6035)
C (-0.9437, -3.1700, 2.1679)
C (-1.1870, -4.0501, 1.1838)
N (-0.7023, -3.5093, 0.0131)
C (-0.1692, -2.3381, 0.2674)
N (-0.2956, -2.0799, 1.5643)
C (0.1781, -0.8833, 2.2806)
F (1.3176, -1.2133, 2.9190)
F (-0.7531, -0.6801, 3.2356)
C (0.3415, 0.3464, 1.4377)
C (1.1758, 0.3585, 0.3280)
C (1.2891, 1.4861, -0.4625)
C (0.5774, 2.6361, -0.1451)
C (-0.2263, 2.6334, 0.9778)
C (-1.0015, 3.8658, 1.3554)
F (-0.9217, 4.8204, 0.4291)
F (-2.2999, 3.5860, 1.5467)
F (-0.5275, 4.3832, 2.4998)
C (-0.3477, 1.4958, 1.7790)
H (-1.5905, -1.2789, 5.4479)
H (-3.0518, -0.5704, 4.7339)
H (-3.0147, -1.0287, 6.4383)
H (-1.9064, -3.4982, 6.5521)
H (-3.1219, -4.6001, 5.8570)
H (-3.6044, -3.3796, 7.0153)
H (-0.6646, -2.8206, 4.2774)
H (-1.1501, -4.4426, 3.7964)
H (-1.6551, -5.0148, 1.2216)
H (-0.7240, -3.9098, -0.9117)
H (0.2778, -1.7318, -0.4963)
H (1.7574, -0.5083, 0.0455)
H (1.9098, 1.4894, -1.3460)
H (0.6551, 3.5027, -0.7824)
H (-0.9921, 1.5482, 2.6441)
F (4.6361, 0.6346, -1.1970)
C (4.3945, -0.0663, -2.3294)
C (4.5115, 0.5692, -3.5486)
C (4.2599, -0.1559, -4.7045)
C (3.8887, -1.4914, -4.6249)
C (3.7694, -2.1043, -3.3850)
C (4.0256, -1.3930, -2.2196)
H (4.7974, 1.6121, -3.5881)
H (4.3586, 0.3228, -5.6678)
H (3.6940, -2.0521, -5.5291)
H (3.4776, -3.1450, -3.3223)
H (3.9420, -1.8516, -1.2397)
F (4.1426, -2.6465, 0.5941)
C (5.3699, -3.0700, 1.0117)
C (6.1686, -2.1878, 1.7057)
C (7.4161, -2.6229, 2.1292)
C (7.8398, -3.9145, 1.8472)
C (7.0140, -4.7785, 1.1418)
C (5.7610, -4.3581, 0.7188)
H (5.8197, -1.1835, 1.9056)
H (8.0582, -1.9494, 2.6798)
H (8.8145, -4.2468, 2.1766)
H (7.3447, -5.7833, 0.9174)
H (5.0985, -5.0157, 0.1719)
F (-0.4016, -0.5550, -2.4384)
C (-1.6900, -0.1475, -2.5971)
C (-2.2475, -0.0965, -3.8553)
C (-3.5664, 0.3249, -3.9709)
C (-4.2949, 0.6866, -2.8436)
C (-3.7026, 0.6245, -1.5904)
C (-2.3881, 0.2038, -1.4604)
H (-1.6616, -0.3758, -4.7208)
H (-4.0274, 0.3704, -4.9479)
H (-5.3193, 1.0144, -2.9465)
H (-4.2595, 0.9066, -0.7073)
H (-1.9052, 0.1489, -0.4908)
F (6.5902, 0.5514, -6.7830)
C (7.8047, 0.1059, -6.3897)
C (8.6386, 0.9648, -5.7042)
C (9.8816, 0.5004, -5.2991)
C (10.2714, -0.8001, -5.5883)
C (9.4139, -1.6425, -6.2823)
C (8.1653, -1.1922, -6.6863)
H (8.3168, 1.9765, -5.4963)
H (10.5474, 1.1580, -4.7569)
H (11.2431, -1.1558, -5.2739)
H (9.7172, -2.6548, -6.5127)
H (7.4788, -1.8327, -7.2234)
F (-7.0135, 1.7193, 5.8277)
C (-6.4598, 2.5718, 4.9455)
C (-5.4283, 2.1239, 4.1451)
C (-4.8596, 3.0037, 3.2347)
C (-5.3217, 4.3093, 3.1412)
C (-6.3591, 4.7362, 3.9597)
C (-6.9395, 3.8638, 4.8691)
H (-5.0837, 1.1026, 4.2397)
H (-4.0580, 2.6667, 2.5973)
H (-4.8730, 4.9930, 2.4323)
H (-6.7187, 5.7540, 3.8924)
H (-7.7523, 4.1740, 5.5114)
F (-7.5176, 1.9141, -3.0533)
C (-7.6097, 2.9117, -2.1447)
C (-8.5147, 3.9296, -2.3616)
C (-8.6067, 4.9464, -1.4224)
C (-7.7966, 4.9357, -0.2946)
C (-6.8914, 3.9020, -0.1019)
C (-6.7952, 2.8761, -1.0316)
H (-9.1326, 3.9206, -3.2492)
H (-9.3154, 5.7493, -1.5726)
H (-7.8724, 5.7320, 0.4332)
H (-6.2579, 3.8916, 0.7759)
H (-6.1026, 2.0591, -0.8938)

Atomic partial charges in e from the Löwdin method, atoms 1 to 5:
1 C -0.0743
2 N -0.1677
3 C -0.0656
4 C -0.4176
5 O 0.1494

=====

No. 2
Here is a molecular structure, C51H45N3O5OsPS from the Open Molecules 2025 dataset. Energies are from the ωB97M-V functional and the def2-TZVPD basis.

**Energy above the lowest of the compared OMol25 structures with the same formula, charge and spin**: 0.0 kcal per mole
**Charge**: +1
**Orbital gap (spin up / spin down)**: 7.4 / 7.4 eV
**Max |F|**: 0.50 eV Å⁻¹

Atoms and positions in Å:
Os (-0.0064, -0.6043, -0.3900)
O (-0.3951, -1.1464, 1.4009)
C (-1.6649, -1.2341, 2.0740)
C (-2.7709, -1.1314, 1.0276)
C (-2.8004, 0.2214, 0.3740)
C (-3.9798, 0.9463, 0.4072)
C (-4.0558, 2.1789, -0.2146)
C (-2.9276, 2.6574, -0.8532)
C (-1.7610, 1.9100, -0.8433)
C (-0.5244, 2.4807, -1.4723)
C (0.1400, 1.5676, -2.5083)
O (0.7350, 0.4920, -1.7702)
C (1.3076, 2.3045, -3.1980)
C (1.9197, 1.7316, -4.3119)
C (3.0058, 2.3399, -4.9225)
C (3.4957, 3.5455, -4.4397)
C (2.8968, 4.1263, -3.3346)
C (1.8169, 3.5080, -2.7167)
C (-0.8331, 1.0849, -3.5777)
C (-1.7986, 1.9485, -4.0903)
C (-2.5955, 1.5677, -5.1597)
C (-2.4312, 0.3180, -5.7417)
C (-1.4752, -0.5508, -5.2367)
C (-0.6850, -0.1680, -4.1615)
N (-1.6949, 0.7146, -0.2353)
C (-1.5624, -2.6158, 2.7180)
C (-1.9735, -3.7596, 2.0408)
C (-1.7423, -5.0166, 2.5864)
C (-1.0897, -5.1455, 3.8024)
C (-0.6669, -4.0081, 4.4779)
C (-0.9005, -2.7537, 3.9374)
C (-1.8978, -0.1100, 3.0809)
C (-2.7834, -0.3157, 4.1384)
C (-3.1373, 0.7265, 4.9824)
C (-2.6213, 1.9990, 4.7765)
C (-1.7561, 2.2183, 3.7161)
C (-1.4043, 1.1726, 2.8736)
H (-3.7360, -1.2982, 1.5045)
H (-2.6466, -1.9034, 0.2758)
H (-4.8272, 0.5299, 0.9332)
H (-4.9723, 2.7538, -0.1985)
H (-2.9329, 3.6096, -1.3644)
H (0.2036, 2.6997, -0.6872)
H (-0.7923, 3.4314, -1.9288)
H (1.5432, 0.8035, -4.7186)
H (3.4596, 1.8760, -5.7891)
H (4.3331, 4.0296, -4.9255)
H (3.2667, 5.0671, -2.9470)
H (1.3823, 3.9965, -1.8558)
H (-1.9244, 2.9438, -3.6803)
H (-3.3370, 2.2554, -5.5462)
H (-3.0479, 0.0226, -6.5806)
H (-1.3526, -1.5385, -5.6600)
H (0.0545, -0.8554, -3.7752)
H (-2.4612, -3.6952, 1.0769)
H (-2.0765, -5.8968, 2.0521)
H (-0.9158, -6.1259, 4.2269)
H (-0.1627, -4.0988, 5.4321)
H (-0.5809, -1.8698, 4.4757)
H (-3.1983, -1.3018, 4.3077)
H (-3.8203, 0.5431, 5.8023)
H (-2.8981, 2.8127, 5.4344)
H (-1.3516, 3.2074, 3.5376)
H (-0.7406, 1.3655, 2.0451)
N (2.4035, -1.4962, 1.3111)
P (1.8827, 0.0632, 0.8684)
C (1.7296, 0.9003, 2.4541)
C (1.5025, 0.1956, 3.6301)
C (1.3946, 0.8752, 4.8356)
C (1.4974, 2.2574, 4.8635)
C (1.7116, 2.9656, 3.6864)
C (1.8339, 2.2907, 2.4838)
C (3.4075, 0.7715, 0.1756)
C (3.6548, 0.9397, -1.1813)
C (4.8962, 1.3937, -1.6140)
C (5.8973, 1.6711, -0.7010)
C (5.6671, 1.4827, 0.6587)
C (4.4336, 1.0384, 1.0941)
C (2.0563, -2.5641, 0.5382)
C (2.4965, -3.8583, 0.8138)
C (2.1505, -4.8700, -0.0477)
C (1.4026, -4.5833, -1.1903)
C (0.9807, -3.2979, -1.3910)
N (1.2737, -2.2926, -0.5270)
H (2.9585, -1.6681, 2.1331)
H (1.3749, -0.8796, 3.6069)
H (1.2177, 0.3237, 5.7501)
H (1.4100, 2.7876, 5.8030)
H (1.7965, 4.0444, 3.7099)
H (2.0340, 2.8444, 1.5724)
H (2.8920, 0.7037, -1.9026)
H (5.0657, 1.5265, -2.6744)
H (6.8612, 2.0271, -1.0414)
H (6.4486, 1.6873, 1.3786)
H (4.2694, 0.9122, 2.1579)
H (3.0955, -4.0402, 1.6957)
H (2.4690, -5.8832, 0.1583)
H (1.1299, -5.3455, -1.9046)
H (0.3856, -3.0337, -2.2511)
C (-3.6325, -1.5463, -2.7590)
S (-2.3241, -2.5873, -2.1899)
O (-1.7250, -3.2442, -3.3200)
O (-2.8507, -3.4252, -1.1417)
O (-1.3296, -1.5969, -1.6127)
H (-4.3030, -2.1601, -3.3584)
H (-3.2074, -0.7456, -3.3616)
H (-4.1591, -1.1482, -1.8929)

Atomic partial charges in e from the Löwdin method, atoms 1 to 5:
1 Os 1.5443
2 O -0.3280
3 C -0.3906
4 C -0.0573
5 C -0.2311

=====

No. 3
Here is a molecular structure, C51H46AsBiBrF4N10P at a distorted geometry from the Open Molecules 2025 dataset. Energies are from the ωB97M-V functional and the def2-TZVPD basis.

**Energy above the lowest of the compared OMol25 structures with the same formula, charge and spin**: 9.0 kcal per mole
**Orbital gap**: 7.7 eV
**Max |F|**: 1.52 eV Å⁻¹

Atoms and positions in Å:
Bi (0.0532, 0.4437, -0.2077)
C (-3.1986, -2.2403, -1.6351)
C (-3.2661, -0.9509, -0.8714)
C (-3.5126, -0.9403, 0.4974)
C (-3.6437, 0.2521, 1.1883)
C (-3.5318, 1.4597, 0.5185)
C (-3.2700, 1.4640, -0.8416)
C (-3.1364, 0.2676, -1.5291)
H (-4.2039, -2.5455, -1.9287)
H (-2.7742, -3.0370, -1.0281)
H (-2.6074, -2.1301, -2.5417)
H (-3.6253, -1.8762, 1.0244)
H (-3.8603, 0.2331, 2.2463)
H (-3.6479, 2.3941, 1.0452)
H (-3.1905, 2.4058, -1.3664)
H (-2.9495, 0.2705, -2.5946)
N (3.4867, 1.1915, 0.0805)
C (3.0266, 0.9872, -1.1797)
N (3.7257, 1.1975, -2.2786)
N (2.9062, 0.9033, -3.2776)
N (1.7768, 0.5224, -2.8605)
N (1.7823, 0.5497, -1.5035)
C (2.9271, 0.6138, 1.1811)
N (3.5479, 0.3852, 2.3206)
N (2.6413, -0.1971, 3.0987)
N (1.5381, -0.3428, 2.5042)
N (1.6498, 0.1638, 1.2535)
H (4.4486, 1.4877, 0.1649)
F (1.3200, -7.5583, 2.1601)
C (1.2419, -6.4687, 1.3981)
C (1.8496, -6.4448, 0.1460)
F (2.5083, -7.5196, -0.2917)
C (1.7616, -5.3000, -0.6400)
F (2.3304, -5.3107, -1.8472)
C (1.0808, -4.1659, -0.2106)
P (1.0545, -2.5641, -1.1456)
C (0.2466, -3.0763, -2.6992)
C (-0.6100, -4.1688, -2.7842)
C (-1.2581, -4.4503, -3.9739)
C (-1.0613, -3.6437, -5.0819)
C (-0.2418, -2.5305, -4.9864)
C (0.3939, -2.2283, -3.7967)
C (2.8361, -2.5053, -1.5797)
C (3.3796, -2.7288, -2.8386)
C (4.7361, -2.5398, -3.0368)
C (5.5483, -2.1090, -2.0013)
C (5.0130, -1.9018, -0.7404)
C (3.6642, -2.1085, -0.5303)
C (0.4607, -4.2188, 1.0360)
Br (-0.5621, -2.7516, 1.6343)
C (0.5383, -5.3512, 1.8363)
F (-0.0664, -5.3801, 3.0231)
H (-0.7797, -4.7965, -1.9202)
H (-1.9270, -5.2959, -4.0321)
H (-1.5630, -3.8740, -6.0099)
H (-0.0954, -1.8916, -5.8428)
H (1.0034, -1.3365, -3.7185)
H (2.7530, -3.0567, -3.6542)
H (5.1615, -2.7199, -4.0120)
H (6.5987, -1.9294, -2.1719)
H (5.6450, -1.5684, 0.0693)
H (3.2386, -1.9635, 0.4554)
C (-4.0138, 6.2758, -3.5185)
C (-2.7287, 5.6979, -3.0067)
C (-2.3409, 4.4039, -3.3146)
C (-1.1645, 3.8625, -2.8188)
C (-0.7962, 2.4687, -3.2442)
C (-0.3470, 4.6054, -1.9487)
As (1.1352, 3.4533, -1.2051)
N (0.1448, 2.5288, 0.0663)
C (-0.5831, 3.0580, 1.1154)
C (-0.8348, 4.4251, 1.2251)
C (-1.5343, 4.9374, 2.2975)
C (-1.9823, 4.1035, 3.3082)
C (-1.7229, 2.7463, 3.2252)
C (-1.0436, 2.2270, 2.1408)
C (2.4594, 4.6137, -0.2700)
C (2.8461, 4.6155, 1.0750)
C (2.1724, 3.8052, 2.1437)
C (3.9389, 5.3792, 1.4816)
C (4.7043, 6.1043, 0.5898)
C (5.9018, 6.8926, 1.0268)
C (4.3516, 6.0564, -0.7533)
C (3.2675, 5.3180, -1.1905)
C (2.9782, 5.2600, -2.6652)
C (-0.6884, 5.9411, -1.7071)
C (0.1716, 6.9020, -0.9293)
C (-1.8702, 6.4571, -2.2300)
H (-4.6345, 5.5087, -3.9769)
H (-3.8063, 7.0453, -4.2620)
H (-4.5743, 6.7420, -2.7092)
H (-2.9678, 3.8061, -3.9629)
H (-1.4741, 2.1094, -4.0150)
H (-0.8507, 1.7762, -2.3986)
H (0.2216, 2.4459, -3.6409)
H (-0.4597, 5.0808, 0.4640)
H (-1.7158, 6.0021, 2.3507)
H (-2.5117, 4.5102, 4.1561)
H (-2.0562, 2.0814, 4.0085)
H (-0.8413, 1.1619, 2.1102)
H (1.7005, 2.9230, 1.7271)
H (1.4081, 4.3881, 2.6611)
H (2.9023, 3.4758, 2.8832)
H (4.2045, 5.3796, 2.5303)
H (6.1491, 6.6877, 2.0658)
H (5.7092, 7.9602, 0.9165)
H (6.7637, 6.6445, 0.4078)
H (4.9561, 6.5930, -1.4716)
H (3.6274, 5.9408, -3.2123)
H (1.9327, 5.5165, -2.8662)
H (3.1480, 4.2416, -3.0353)
H (1.0279, 6.4135, -0.4690)
H (-0.4081, 7.4013, -0.1509)
H (0.5469, 7.6687, -1.6093)
H (-2.1253, 7.4868, -2.0182)

Atomic partial charges in e from the Löwdin method, atoms 1 to 5:
1 Bi 1.6804
2 C -0.0399
3 C -0.3142
4 C -0.0890
5 C -0.0845